Formula: C63H62F10O3
Source: OMol25
Level of theory: wB97M-V/def2-TZVPD

gap between HOMO and LUMO: 0.3483 hartree
electronic energy: -99650.2558 eV
spin multiplicity: 1
max |F|: 4.25 eV/Å

Last column: Löwdin charge in e.
Geometry (Å):
C (-4.650, -7.717, 24.705)  -0.01
C (-5.458, -10.914, 22.041)  -0.05
H (-11.912, -11.613, 23.640)  0.11
H (-2.446, -13.263, 22.874)  0.10
H (-6.264, -10.269, 21.656)  0.08
C (-12.450, -6.321, 16.381)  0.00
C (-9.886, -11.981, 20.950)  -0.07
F (-8.222, -8.801, 18.025)  0.03
C (-11.974, -3.985, 16.442)  -0.11
H (-14.889, -4.675, 23.298)  0.11
F (-6.435, -8.918, 23.855)  0.05
C (-8.789, -3.916, 20.421)  -0.28
C (-5.988, -8.046, 24.754)  -0.30
F (-8.096, -13.865, 18.784)  0.05
H (-9.944, -3.416, 16.765)  0.11
H (-9.110, -5.805, 17.018)  0.12
H (-14.307, -6.104, 25.026)  0.09
H (-6.881, -5.120, 14.308)  0.09
C (-12.511, -7.574, 22.661)  -0.02
H (-9.439, -11.863, 15.639)  0.08
H (-9.896, -4.510, 23.175)  0.09
C (-9.084, -2.024, 21.813)  -0.11
H (-7.845, -1.779, 26.735)  0.07
C (-4.602, -14.363, 19.587)  -0.10
H (-7.470, -7.399, 14.120)  0.10
C (-13.706, -12.031, 18.432)  -0.07
H (-10.140, -7.715, 19.249)  0.10
C (-4.123, -6.861, 25.630)  -0.06
C (-9.992, -10.851, 23.428)  -0.31
H (-11.911, -12.606, 21.350)  0.10
H (-10.527, -4.746, 19.600)  0.11
H (-13.036, -7.208, 16.305)  0.12
F (-4.827, -8.602, 17.530)  0.04
C (-5.500, -5.389, 15.941)  -0.07
H (-9.242, -10.584, 17.596)  0.08
O (-9.880, -5.553, 24.955)  -0.14
C (-11.079, -11.547, 22.975)  -0.02
F (-10.055, -10.448, 24.699)  0.07
H (-7.935, -7.483, 25.440)  0.12
H (-11.803, -8.400, 22.531)  0.12
C (-4.891, -12.103, 18.764)  -0.06
H (-8.996, -2.105, 25.415)  0.09
F (-12.249, -6.930, 20.455)  0.07
C (-9.214, -7.629, 19.798)  0.00
C (-15.006, -10.588, 19.715)  -0.31
F (-3.986, -9.134, 21.938)  0.03
H (-9.427, -4.062, 26.517)  0.00
H (-13.909, -4.846, 16.316)  0.11
C (-6.884, -7.955, 21.234)  -0.04
C (-6.927, -8.490, 19.926)  0.01
H (-11.957, -9.314, 19.419)  0.10
H (-7.234, -2.989, 21.369)  0.09
H (-10.545, -3.805, 24.736)  0.08
H (-12.023, -3.208, 20.726)  0.09
C (-10.555, -4.682, 24.081)  -0.12
H (-3.072, -6.745, 25.715)  0.10
C (-5.965, -14.603, 19.461)  -0.02
C (-5.291, -7.689, 16.651)  -0.28
H (-6.665, -9.140, 15.675)  0.12
C (-12.848, -5.000, 16.329)  -0.11
C (-12.783, -10.021, 19.284)  -0.07
H (-7.657, -3.183, 25.631)  0.07
C (-13.831, -6.217, 24.114)  -0.10
O (-9.189, -3.348, 27.068)  -0.10
C (-8.343, -2.599, 26.233)  -0.18
H (-7.944, -6.857, 22.747)  0.11
H (-15.818, -12.326, 19.000)  0.12
H (-4.576, -5.613, 27.328)  0.10
C (-9.165, -7.141, 21.103)  -0.10
H (-14.167, -8.860, 20.534)  0.10
C (-4.900, -6.385, 16.718)  -0.03
H (-7.012, -5.933, 27.073)  0.11
H (-11.552, -5.059, 23.802)  0.06
C (-14.924, -11.736, 18.996)  -0.02
C (-6.774, -7.153, 14.889)  -0.09
C (-10.140, -5.522, 16.764)  -0.01
C (-6.276, -8.124, 15.719)  -0.01
C (-8.839, -11.292, 21.438)  -0.08
C (-6.781, -13.597, 18.963)  -0.26
H (-9.834, -12.392, 19.998)  0.06
O (-9.557, -11.509, 17.781)  -0.20
C (-13.002, -7.314, 23.940)  -0.05
H (-3.036, -12.876, 19.389)  0.11
C (-6.260, -12.324, 18.647)  -0.01
C (-14.180, -5.440, 23.045)  -0.10
C (-6.846, -7.402, 25.586)  -0.01
F (-16.142, -10.364, 20.410)  0.05
H (-3.998, -8.270, 24.003)  0.12
C (-10.979, -3.044, 20.891)  -0.09
C (-10.630, -4.237, 16.613)  -0.09
H (-9.851, -13.228, 16.722)  0.05
C (-8.256, -2.978, 21.279)  -0.02
H (-3.944, -15.116, 20.020)  0.11
C (-3.312, -12.651, 22.715)  -0.09
C (-10.436, -2.061, 21.661)  -0.12
C (-3.103, -11.262, 22.576)  0.01
F (-10.685, -7.799, 16.592)  0.03
C (-10.169, -3.969, 20.270)  -0.02
H (-6.106, -8.980, 19.376)  0.12
C (-8.122, -8.302, 19.282)  -0.27
H (-6.460, -15.533, 19.709)  0.12
C (-8.868, -10.743, 22.696)  -0.01
H (-9.641, -6.352, 24.475)  0.05
H (-4.340, -6.136, 17.626)  0.13
H (-13.880, -4.963, 20.953)  0.14
H (-7.895, -11.210, 20.927)  0.08
H (-11.014, -11.855, 16.396)  0.07
C (-8.052, -7.383, 21.793)  -0.09
C (-6.311, -6.484, 26.475)  -0.09
H (-6.019, -8.112, 21.860)  0.08
F (-7.963, -4.764, 19.797)  0.08
C (-4.985, -6.261, 26.576)  -0.08
C (-4.180, -10.456, 22.150)  -0.27
H (-8.627, -1.124, 22.296)  0.13
C (-6.380, -5.797, 14.943)  -0.08
C (-4.602, -13.115, 22.692)  -0.09
C (-9.970, -12.216, 16.535)  -0.07
H (-10.016, -6.724, 21.596)  0.08
H (-8.063, -10.247, 23.120)  0.08
C (-12.765, -6.686, 21.653)  -0.34
C (-5.647, -12.231, 22.350)  -0.06
H (-11.063, -1.228, 22.074)  0.13
H (-11.609, -11.476, 18.129)  0.08
H (-13.539, -12.942, 17.889)  0.10
C (-13.985, -9.721, 19.940)  0.00
H (-5.249, -4.362, 16.132)  0.10
C (-12.600, -11.181, 18.598)  -0.09
C (-11.090, -6.505, 16.557)  -0.28
H (-6.646, -12.601, 22.346)  0.09
H (-7.001, -11.662, 18.273)  0.09
C (-11.053, -12.102, 21.720)  -0.04
H (-12.690, -7.959, 24.742)  0.11
C (-13.585, -5.604, 21.836)  -0.03
H (-12.399, -2.955, 16.390)  0.12
H (-2.111, -10.896, 22.670)  0.10
H (-4.470, -11.130, 18.554)  0.10
H (-4.827, -14.171, 22.919)  0.12
C (-4.086, -13.146, 19.248)  -0.11